[1]
37
Properties=species:S:1:pos:R:3 method="wB97M-V/def2-TZVPD" max_force_ev_per_a=0.34 relative_energy_kcal_mol=0.0 total_energy_ev=-33945.0370 total_charge=+1 spin_multiplicity=2 s2=0.75 orbital_gap_ev="8.572 / 7.513"
C 0.938 -2.856 1.310
H -4.983 -0.774 -0.203
C 2.794 -4.279 0.837
O -2.669 3.316 1.053
H 1.513 -2.763 -1.918
N -2.891 0.944 -1.761
H -0.509 5.118 0.642
O -2.343 -0.639 -0.240
O 1.557 -0.185 0.639
O -1.725 1.277 1.202
C 2.674 -3.957 -0.506
C 1.684 -3.088 -0.904
C 1.725 2.067 0.151
O -0.113 -1.740 -0.452
C -3.161 -0.137 -1.039
N 0.405 1.939 0.278
H -3.590 1.356 -2.354
H 1.977 -3.941 2.807
C 0.153 4.283 0.461
C -1.732 2.584 0.928
O 3.589 0.575 0.056
H -5.135 -0.275 -1.904
C 1.517 4.437 0.235
H -4.360 -1.818 -1.477
H 0.215 -2.368 1.947
C -0.364 3.005 0.488
H 3.396 3.364 0.006
H 3.567 -4.958 1.170
Os -0.425 0.073 0.325
C -4.501 -0.780 -1.180
C 2.416 0.737 0.244
H 3.344 -4.364 -1.249
C 1.914 -3.720 1.752
C 2.321 3.310 0.107
H -2.000 1.406 -1.663
H 1.956 5.425 0.208
N 0.849 -2.574 0.007

---

[2]
36
Properties=species:S:1:pos:R:3 method="wB97M-V/def2-TZVPD" max_force_ev_per_a=16.12 relative_energy_kcal_mol=338.7 total_energy_ev=-39144.3516 total_charge=0 spin_multiplicity=1 orbital_gap_ev=8.414
C 0.377 1.475 -0.661
O 3.956 0.005 0.552
S 0.265 -1.614 -2.224
H -1.860 5.976 2.026
N -0.301 -3.654 -0.421
H 2.622 -1.611 1.042
N 2.302 -1.192 0.229
C 0.273 2.565 1.552
C -1.002 1.454 -0.818
H -0.742 3.853 3.758
N -1.524 -3.809 -2.334
H 2.096 2.026 0.823
C -1.077 2.763 1.239
H 3.115 1.492 -1.304
H 0.516 3.040 2.389
C 2.906 -0.122 -0.305
C -2.267 3.368 2.427
C 1.154 1.905 0.686
C -0.517 -3.196 -1.644
H -2.411 4.518 4.090
C -1.131 5.529 2.696
C -1.602 4.396 3.402
N -1.839 -4.915 -1.451
C 1.205 -2.005 -0.352
C 2.422 0.628 -1.353
O -3.306 3.011 2.370
H -0.687 6.234 3.287
H -0.555 5.267 1.949
H 2.645 0.116 -2.303
C -1.137 -4.632 -0.537
H -1.265 -5.199 0.442
H -3.019 1.956 0.144
C -1.730 2.098 0.247
O 1.269 0.941 -1.657
H -1.482 0.946 -1.725
N 0.503 -2.867 0.233

---

[3]
32
Properties=species:S:1:pos:R:3 method="wB97M-V/def2-TZVPD" max_force_ev_per_a=3.91 smiles="CO[C@H](Oc1ccccc1[N+](=O)[O-])c1ccccc1" relative_energy_kcal_mol=120.4 total_energy_ev=-24404.5447 total_charge=0 spin_multiplicity=1 orbital_gap_ev=8.488
H -5.187 1.332 2.188
H 2.841 -0.060 -3.861
C -4.178 1.051 1.837
C 1.534 -1.967 -0.720
C -1.931 1.721 1.231
C 0.982 -0.734 -1.022
C -1.577 0.366 1.208
H 2.902 -3.535 -1.311
C 2.518 -0.620 -2.984
H 2.434 1.934 1.993
H 2.151 0.330 2.748
C 2.537 -2.536 -1.531
O 0.601 1.114 1.545
H 3.833 -2.284 -3.236
H -1.187 2.459 0.966
O -0.020 -0.114 -0.348
C -2.529 -0.649 1.271
H -4.600 -1.066 1.834
C 3.046 -1.867 -2.626
O 1.193 1.735 -3.646
N 0.690 1.020 -2.730
H -2.233 -1.660 1.038
H 0.203 -0.931 1.534
O -0.469 1.228 -2.342
H 1.172 -2.487 0.151
H -3.456 3.114 1.817
C -3.233 2.060 1.631
C 1.464 -0.078 -2.224
H 2.456 0.454 1.007
C -0.105 0.022 1.085
C 1.993 0.942 1.860
C -3.844 -0.293 1.637

---

[4]
28
Properties=species:S:1:pos:R:3 method="wB97M-V/def2-TZVPD" max_force_ev_per_a=5.69 relative_energy_kcal_mol=119.9 total_energy_ev=-16763.1569 total_charge=+1 spin_multiplicity=1 orbital_gap_ev=5.409
C -2.042 -0.193 -0.099
C -0.206 -1.815 -0.940
C 3.013 1.363 -0.765
C -2.528 0.892 -0.845
H 0.357 -2.641 -0.385
H -0.914 -2.128 -1.741
H -0.266 -0.604 0.880
H -4.156 2.326 -1.086
C 2.825 -0.977 -0.023
C 3.844 -0.702 0.975
H -2.646 -1.678 1.449
H 4.217 -1.480 1.720
C -3.746 1.539 -0.444
H -1.906 1.411 -1.561
C -4.516 1.050 0.531
H 5.469 0.775 1.502
C -4.089 -0.085 1.262
C -0.727 -0.702 -0.151
O 0.196 -0.573 -1.174
C 4.543 0.495 0.959
H 2.627 2.183 -1.162
H -5.455 1.593 0.760
C -2.846 -0.678 0.962
H 2.598 -1.966 -0.275
H -4.689 -0.334 2.037
C 2.509 0.142 -0.674
C 4.095 1.506 0.134
H 4.591 2.430 -0.014

---

[5]
28
Properties=species:S:1:pos:R:3 method="wB97M-V/def2-TZVPD" max_force_ev_per_a=4.23 relative_energy_kcal_mol=4.1 total_energy_ev=-14742.0800 total_charge=0 spin_multiplicity=1 orbital_gap_ev=9.412
C 1.448 -0.404 1.766
C -1.762 1.509 -0.439
H 0.156 2.028 -2.186
C -2.908 0.999 0.168
H 2.380 -2.062 0.561
C -2.927 -0.220 0.823
C -0.634 0.705 -0.622
C -0.690 -0.607 -0.113
C 1.470 -1.371 0.696
H 2.303 2.406 -1.392
C 2.170 1.664 0.454
C 0.476 -1.460 -0.203
H -1.689 2.485 -0.916
C 1.715 1.744 -0.788
H 1.265 -0.826 2.770
H 0.945 -2.382 -2.022
H 0.790 -3.657 -0.698
C 0.347 -2.605 -1.079
H -1.763 -1.938 1.158
H 1.343 1.608 2.538
C 0.495 1.241 -1.442
H -3.870 1.518 0.267
H 2.961 2.392 0.690
H 0.771 0.501 -2.145
C 1.574 0.921 1.570
H -3.917 -0.374 1.198
C -1.754 -1.009 0.706
H -0.697 -2.805 -1.317

---

[6]
28
Properties=species:S:1:pos:R:3 method="wB97M-V/def2-TZVPD" max_force_ev_per_a=3.62 relative_energy_kcal_mol=0.0 total_energy_ev=-14742.2568 total_charge=0 spin_multiplicity=1 orbital_gap_ev=9.067
C -0.609 1.550 0.351
H 1.647 2.577 -0.378
C 1.784 -1.223 -0.395
H -2.608 -1.286 -2.160
H 3.635 1.622 -1.315
H 0.561 -3.245 1.211
C -1.697 1.534 -0.464
C -0.561 -1.562 0.387
H -1.208 -3.448 1.198
H -2.166 1.065 -2.562
C 0.578 -0.632 0.038
H 0.668 2.718 1.557
C -0.425 -2.688 1.307
H -1.171 3.181 1.637
C 2.931 -0.456 -0.682
C 0.544 0.729 -0.108
H 1.945 -2.272 -0.433
C -0.450 2.366 1.577
C -2.045 -0.652 -1.443
H -0.607 1.893 2.604
C -1.731 -1.469 -0.232
H -2.443 2.328 -0.474
C 1.695 1.492 -0.358
C -1.977 0.634 -1.636
C 2.865 0.967 -0.747
H 3.868 -1.031 -0.805
H -0.604 -2.399 2.427
H -2.419 -2.293 -0.104

---

[7]
54
Properties=species:S:1:pos:R:3 method="wB97M-V/def2-TZVPD" max_force_ev_per_a=4.27 relative_energy_kcal_mol=101.7 total_energy_ev=-234912.0836 total_charge=-1 spin_multiplicity=1 orbital_gap_ev=5.304
F -2.522 -4.617 0.692
F -0.605 -6.041 0.147
O 1.441 5.497 1.696
O 0.481 1.035 -0.948
H 4.722 -3.391 0.090
H 1.961 6.496 0.028
C 2.225 4.604 -1.710
C 1.466 4.510 -0.568
O 3.237 -1.641 1.272
N 2.317 3.610 -2.613
C 1.766 1.387 -3.403
O -0.438 -3.559 -0.353
Cl 1.910 -5.373 -1.622
C 1.247 5.719 0.302
H -0.408 -5.238 1.828
H -4.829 0.296 3.580
H 0.240 6.121 0.121
C -0.270 3.199 0.690
O 0.127 -1.911 1.497
Cl 2.750 -3.062 -3.671
Sr -0.384 -1.144 -0.767
F -2.558 -1.206 -0.463
O 1.947 -2.013 -1.010
H 1.010 4.671 1.941
C 0.823 3.295 -0.282
P 2.771 -2.561 0.253
H -0.823 1.773 3.970
C -3.950 0.760 3.154
I -2.867 1.999 -0.832
Cl -0.342 -2.501 -3.219
C -3.907 1.034 1.799
As -1.767 -5.098 -0.765
O 3.913 -3.413 -0.436
Ge 1.269 -3.422 -2.112
F -2.733 -4.018 -1.640
O -0.305 -4.327 2.153
H -1.058 3.963 0.619
C -1.647 1.868 2.009
C -2.849 1.056 3.949
C 1.003 2.190 -1.147
C 1.714 2.468 -2.365
F -0.873 -5.386 -2.202
H 2.362 0.536 -3.061
H 2.774 5.513 -1.933
H 2.199 1.781 -4.320
H -4.749 0.785 1.168
H -2.866 0.840 5.010
F -2.774 -6.462 -0.904
C -1.710 1.587 3.378
N -0.410 2.193 1.451
P 0.220 -3.322 1.100
H 0.762 1.003 -3.604
O 1.767 -3.704 0.821
C -2.783 1.621 1.230

---

What did the fifth record say?
28
Properties=species:S:1:pos:R:3 method="wB97M-V/def2-TZVPD" max_force_ev_per_a=4.23 relative_energy_kcal_mol=4.1 total_energy_ev=-14742.0800 total_charge=0 spin_multiplicity=1 orbital_gap_ev=9.412
C 1.448 -0.404 1.766
C -1.762 1.509 -0.439
H 0.156 2.028 -2.186
C -2.908 0.999 0.168
H 2.380 -2.062 0.561
C -2.927 -0.220 0.823
C -0.634 0.705 -0.622
C -0.690 -0.607 -0.113
C 1.470 -1.371 0.696
H 2.303 2.406 -1.392
C 2.170 1.664 0.454
C 0.476 -1.460 -0.203
H -1.689 2.485 -0.916
C 1.715 1.744 -0.788
H 1.265 -0.826 2.770
H 0.945 -2.382 -2.022
H 0.790 -3.657 -0.698
C 0.347 -2.605 -1.079
H -1.763 -1.938 1.158
H 1.343 1.608 2.538
C 0.495 1.241 -1.442
H -3.870 1.518 0.267
H 2.961 2.392 0.690
H 0.771 0.501 -2.145
C 1.574 0.921 1.570
H -3.917 -0.374 1.198
C -1.754 -1.009 0.706
H -0.697 -2.805 -1.317